(1)
# C4H8N3O2

A molecular structure, C4H8N3O2 at a distorted geometry (the ωB97M-V functional and the def2-TZVPD basis, the Open Molecules 2025 dataset).

Results
**Orbital gap**: 0.3541 hartree
**Energy relative to the best compared isomer or geometry (same formula, charge and spin)**: 82.0 kJ/mol
**Total charge**: +1
**LUMO**: -0.14566 Eh
**Maximum force**: 0.083 Eh/bohr
**E_HOMO**: -13.60 eV

Geometry as XYZ:
```
17
Properties=species:S:1:pos:R:3:mulliken_charge:R:1
C 1.359 -1.012 0.196 -0.723
C 0.250 -1.769 -0.020 -0.297
C 1.246 0.399 0.098 0.960
C -1.131 0.163 -0.339 0.286
N -0.930 -1.225 -0.353 -0.118
N 0.055 0.910 -0.250 -0.074
N 2.272 1.208 0.293 -0.372
O -1.941 0.404 1.241 -0.609
O -1.950 0.692 -1.253 -0.464
H 2.303 -1.462 0.442 0.345
H 0.286 -2.847 0.034 0.428
H -1.761 -1.802 -0.357 0.282
H -0.070 1.911 -0.354 0.263
H 3.176 0.831 0.535 0.233
H 2.177 2.211 0.252 0.214
H -2.537 1.154 1.153 0.293
H -2.804 0.234 -1.319 0.355
```

***

(2)
# C4H8N3O3

A gas-phase ion, C4H8N3O3 (charge +1) at a distorted geometry (the ωB97M-V functional and the def2-TZVPD basis, the Open Molecules 2025 dataset).

Results
**Orbital gap**: 0.3368 hartree
**Energy relative to the best compared isomer or geometry (same formula, charge and spin)**: 447.9 kJ/mol
**Total charge**: +1
**LUMO**: -0.21434 Eh
**Maximum force**: 0.103 Eh/bohr
**E_HOMO**: -15.00 eV
**SMILES string**: C/C(=C/CN[NH+]=O)[N+](=O)[O-]

Geometry as XYZ:
```
18
Properties=species:S:1:pos:R:3:mulliken_charge:R:1
C -0.047 -2.339 -0.508 -1.350
C -0.362 -0.841 -0.419 0.709
C -0.001 -0.132 0.612 -0.147
C -0.241 1.221 1.113 -0.938
N 0.367 2.217 0.217 -0.061
N -0.267 2.923 -0.725 0.552
O 0.244 3.742 -1.359 -0.402
N -1.480 -0.325 -1.274 0.933
O -2.019 -1.091 -2.041 -0.519
O -1.796 0.863 -1.262 -0.628
H -0.256 -2.686 0.490 0.381
H 0.952 -2.631 -0.748 0.352
H -0.723 -2.814 -1.180 0.402
H 0.939 -0.573 1.149 0.263
H -1.350 1.508 1.172 0.341
H 0.145 1.525 2.013 0.430
H 1.411 2.219 0.227 0.309
H -1.349 2.882 -0.622 0.372
```

***

(3)
# C4H8N3O4S2Y

A molecular structure, C4H8N3O4S2Y at a distorted geometry (the ωB97M-V functional and the def2-TZVPD basis, the Open Molecules 2025 dataset).

Results
**Orbital gap**: 0.3138 hartree
**Total charge**: +2
**LUMO**: -0.30611 Eh
**Maximum force**: 0.086 Eh/bohr
**E_HOMO**: -16.87 eV

Geometry as XYZ:
```
22
Properties=species:S:1:pos:R:3:mulliken_charge:R:1
Y 2.193 2.341 -0.259 1.621
N -0.273 2.506 -0.239 -0.594
N -1.549 1.728 1.695 -0.658
C -0.113 -0.632 2.924 0.164
O 0.229 -0.677 3.987 -0.109
O 1.049 1.428 1.440 -0.674
H -0.778 3.321 0.116 0.330
H -0.720 2.231 -1.115 0.309
H -1.875 1.336 2.573 0.304
S -0.343 1.346 0.977 1.270
C -0.422 -0.170 -0.046 0.120
N 0.589 -0.925 -0.233 0.078
C 0.346 -2.116 -1.084 -0.688
C -1.156 -2.118 -1.449 -0.432
S -1.921 -0.632 -0.683 0.003
H 1.556 -0.641 -0.023 0.405
H 0.635 -3.006 -0.531 0.343
H 0.984 -2.046 -1.962 0.337
H -1.679 -2.988 -1.065 0.419
H -1.321 -2.054 -2.521 0.398
O 1.717 1.148 -1.660 -0.439
O 2.854 0.621 -0.841 -0.508
```

***

(4)
# C4H8N3S

A gas-phase ion, C4H8N3S (charge +1) at a distorted geometry (the ωB97M-V functional and the def2-TZVPD basis, the Open Molecules 2025 dataset).

Results
**Orbital gap**: 0.3358 hartree
**Energy relative to the best compared isomer or geometry (same formula, charge and spin)**: 213.3 kJ/mol
**Total charge**: +1
**LUMO**: -0.14341 Eh
**Maximum force**: 0.082 Eh/bohr
**E_HOMO**: -13.04 eV
**SMILES string**: [NH2+]=C1CC=N[C@H](S)N1

Geometry as XYZ:
```
16
Properties=species:S:1:pos:R:3:mulliken_charge:R:1
N -2.146 -1.058 -0.468 -0.368
C -1.013 -0.397 -0.077 0.582
C -0.966 1.144 0.090 -0.573
C 0.447 1.611 -0.167 -0.195
N 1.498 0.941 0.100 -0.492
C 1.369 -0.353 0.596 -0.003
S 2.901 -1.169 -0.187 -0.228
N 0.103 -1.046 0.206 -0.135
H -3.084 -0.752 -0.689 0.236
H -1.965 -2.000 -0.734 0.221
H -1.194 1.359 1.191 0.301
H -1.474 1.681 -0.614 0.422
H 0.506 2.471 -0.752 0.440
H 1.633 -0.459 1.899 0.353
H 3.222 0.039 -0.760 0.222
H 0.163 -2.010 0.366 0.215
```

***

(5)
# C4H8N3S

A molecular structure, C4H8N3S at a distorted geometry (the ωB97M-V functional and the def2-TZVPD basis, the Open Molecules 2025 dataset).

Results
**Orbital gap**: 0.2702 hartree
**Energy relative to the best compared isomer or geometry (same formula, charge and spin)**: 221.6 kJ/mol
**Total charge**: +1
**LUMO**: -0.17691 Eh
**Maximum force**: 0.077 Eh/bohr
**E_HOMO**: -12.17 eV

Geometry as XYZ:
```
16
Properties=species:S:1:pos:R:3:mulliken_charge:R:1
C 1.550 1.211 -0.467 -0.013
C 1.910 -1.106 -0.236 -0.007
C 0.112 0.007 0.832 -0.610
C -3.099 0.373 0.014 -0.738
N 0.575 1.192 0.339 -0.280
N 2.246 0.039 -0.826 -0.048
N 0.919 -1.143 0.626 0.002
S -1.667 -0.422 -0.714 -0.019
H 1.889 2.136 -0.902 0.404
H 2.478 -2.005 -0.446 0.393
H -0.454 0.043 1.750 0.534
H -3.618 0.893 -0.789 0.314
H -2.765 1.093 0.759 0.270
H -3.740 -0.383 0.466 0.291
H 3.022 0.084 -1.472 0.251
H 0.639 -2.014 1.066 0.255
```

***

(6)
# C4H8N3S

2 unconnected molecules or ions with the total composition C4H8N3S at a distorted geometry (the ωB97M-V functional and the def2-TZVPD basis, the Open Molecules 2025 dataset).

Results
**Orbital gap**: 0.2446 hartree
**Energy relative to the best compared isomer or geometry (same formula, charge and spin)**: 465.5 kJ/mol
**Total charge**: +1
**LUMO**: -0.17501 Eh
**Maximum force**: 0.077 Eh/bohr
**E_HOMO**: -11.42 eV

Geometry as XYZ:
```
16
Properties=species:S:1:pos:R:3:mulliken_charge:R:1
C 3.202 0.104 1.188 -0.510
C -1.775 1.100 -0.615 -0.094
C 2.959 -0.413 -0.149 0.487
C -3.070 0.622 -0.074 -0.781
N -0.694 0.460 -0.750 0.283
N 0.210 -0.203 -0.605 -0.533
N 2.665 -1.413 -0.925 -0.265
S 3.416 1.188 -0.313 0.073
H 2.465 0.406 1.787 0.340
H 4.169 -0.173 1.648 0.284
H -1.533 2.111 -0.802 0.367
H -2.969 -0.484 -0.009 0.269
H -3.765 0.733 -0.909 0.264
H -3.368 1.242 0.933 0.246
H 2.020 -2.142 -0.646 0.299
H 2.998 -1.280 -1.865 0.272
```